Record 1
77
Properties=species:S:1:pos:R:3 method="wB97M-V/def2-TZVPD" e_above_lowest_ev=1.522 lumo_ha=0.1277 total_charge=-2 gap_ev=5.58
Cu 0.213 -0.135 0.740
C 5.633 -0.201 1.709
N 4.544 -0.277 0.774
C 3.294 0.163 0.972
N 2.603 0.044 -0.140
C 3.489 -0.525 -0.994
N 4.691 -0.720 -0.496
C 6.306 1.152 1.637
C 7.678 1.332 1.574
C 8.220 2.614 1.623
C 7.402 3.724 1.737
C 6.019 3.547 1.769
C 5.482 2.270 1.710
C 5.100 4.667 1.949
N 5.317 5.853 2.402
N 4.082 6.474 2.485
C 3.211 5.630 2.046
O 3.786 4.460 1.673
C 1.757 5.755 1.963
C 1.118 6.731 2.723
C -0.259 6.818 2.692
C -0.996 5.972 1.878
C -0.368 5.034 1.071
C -1.207 4.194 0.129
N -0.561 3.959 -1.144
C 0.063 2.877 -1.630
N 0.619 3.162 -2.796
C 0.292 4.465 -2.968
N -0.418 4.996 -1.999
C 1.017 4.912 1.134
H 6.321 -1.027 1.535
H 5.205 -0.316 2.707
H 2.926 0.520 1.932
H 3.240 -0.799 -2.006
H 8.329 0.469 1.499
H 9.294 2.743 1.581
H 7.810 4.724 1.798
H 4.411 2.140 1.767
H 1.709 7.384 3.351
H -0.767 7.559 3.296
H -2.075 6.070 1.836
H -2.126 4.735 -0.093
H -1.475 3.234 0.574
H 0.073 1.918 -1.128
H 0.577 5.036 -3.838
H 1.527 4.180 0.520
N -1.707 1.420 3.089
C -2.295 1.205 1.860
N -3.575 1.489 1.647
N -3.752 1.226 0.337
N -2.650 0.814 -0.192
N -1.687 0.776 0.759
C -0.389 1.241 3.441
N 0.042 1.531 4.669
N 1.366 1.339 4.606
N 1.701 0.957 3.419
N 0.598 0.868 2.635
H -2.339 1.605 3.847
C -1.778 -9.954 -1.202
C -0.323 -9.574 -1.153
O 0.356 -9.412 -2.125
S 0.338 -9.345 0.542
C 0.362 -7.564 0.533
C -0.676 -6.862 1.144
C -0.675 -5.481 1.155
C 0.361 -4.746 0.548
C 1.397 -5.477 -0.061
C 1.402 -6.859 -0.067
C 0.354 -3.328 0.560
C 0.304 -2.101 0.558
H -2.082 -10.159 -2.227
H -2.359 -9.125 -0.793
H -1.955 -10.816 -0.559
H -1.483 -7.410 1.616
H -1.478 -4.936 1.633
H 2.205 -4.929 -0.528
H 2.209 -7.403 -0.542

***

Record 2
65
Properties=species:S:1:pos:R:3 method="wB97M-V/def2-TZVPD" e_above_lowest_ev=0.082 spin_multiplicity=3 lumo_ha="-0.3985 / -0.3887" total_charge=+3 gap_ev="6.04 / 6.34"
Mo -0.088 -0.234 -0.394
N 3.907 1.481 -0.265
C 2.763 1.030 -0.680
N 1.778 0.641 0.143
C 2.005 0.720 1.550
N 1.138 0.231 2.374
N 0.117 -0.397 1.673
C -0.650 -1.199 2.318
C -1.591 -1.967 1.500
C -2.430 -2.919 2.009
C -3.210 -3.671 1.127
C -3.109 -3.436 -0.228
C -2.243 -2.453 -0.683
N -1.496 -1.723 0.160
C 3.244 1.297 2.030
C 3.519 1.446 3.392
C 4.750 1.923 3.789
C 5.723 2.244 2.839
C 5.466 2.106 1.488
C 4.223 1.639 1.103
H 4.595 1.754 -0.956
H 2.601 0.995 -1.746
H -0.532 -1.324 3.389
H -2.465 -3.086 3.078
H -3.877 -4.437 1.503
H -3.692 -4.003 -0.943
H -2.156 -2.230 -1.735
H 2.762 1.181 4.117
H 4.967 2.043 4.842
H 6.692 2.602 3.162
H 6.219 2.359 0.749
S -0.063 -0.007 -2.642
C -0.895 1.423 -3.226
C -0.710 1.822 -4.547
C -1.346 2.976 -4.985
C -2.152 3.708 -4.122
C -2.346 3.296 -2.802
C -1.723 2.149 -2.359
As -1.954 1.473 -0.579
C -2.036 3.014 0.541
C -0.895 3.808 0.624
C -0.956 5.003 1.319
C -2.148 5.392 1.921
C -3.278 4.593 1.832
C -3.231 3.391 1.138
C -3.642 0.579 -0.542
C -4.355 0.387 -1.718
C -5.558 -0.309 -1.670
C -6.026 -0.810 -0.463
C -5.299 -0.621 0.709
C -4.098 0.070 0.674
H -0.081 1.246 -5.216
H -1.208 3.305 -6.007
H -2.640 4.608 -4.476
H -2.981 3.868 -2.139
H 0.027 3.510 0.141
H -0.081 5.636 1.390
H -2.196 6.331 2.458
H -4.204 4.906 2.297
H -4.117 2.781 1.054
H -4.001 0.792 -2.657
H -6.134 -0.447 -2.576
H -6.971 -1.339 -0.432
H -5.681 -0.997 1.650
H -3.540 0.232 1.588

***

Record 3
66
Properties=species:S:1:pos:R:3 method="wB97M-V/def2-TZVPD" e_above_lowest_ev=0.058 lumo_ha=-0.1514 total_charge=+1 gap_ev=5.71
Ba -0.325 0.163 0.130
S 4.346 0.572 2.365
C 4.702 0.395 0.681
C 5.932 0.460 0.033
C 5.955 0.281 -1.337
C 4.775 0.041 -2.049
C 3.558 -0.023 -1.401
C 3.518 0.158 -0.018
N 2.376 0.121 0.769
C 2.652 0.319 2.032
C 1.646 0.352 3.107
C 2.076 0.490 4.432
C 1.154 0.527 5.460
C -0.199 0.432 5.162
C -0.609 0.308 3.839
C 0.283 0.263 2.760
H 6.843 0.642 0.586
H 6.899 0.325 -1.864
H 4.820 -0.101 -3.120
H 2.647 -0.217 -1.957
H 3.132 0.564 4.670
H 1.487 0.628 6.484
H -0.927 0.455 5.965
H -1.680 0.242 3.649
O -0.371 2.421 -0.967
S -0.563 3.526 -1.999
C -2.262 4.067 -1.699
C -2.628 5.335 -2.415
C -3.074 6.432 -1.689
C -3.411 7.612 -2.339
C -3.286 7.704 -3.716
C -2.838 6.610 -4.446
C -2.519 5.428 -3.801
C 0.360 4.951 -1.367
C 0.613 5.964 -2.452
C 0.198 7.280 -2.297
C 0.442 8.213 -3.294
C 1.098 7.835 -4.455
C 1.521 6.522 -4.614
C 1.283 5.593 -3.615
H -2.348 4.158 -0.614
H -2.866 3.219 -2.028
H -3.166 6.365 -0.611
H -3.768 8.459 -1.768
H -3.541 8.625 -4.222
H -2.742 6.678 -5.522
H -2.177 4.574 -4.375
H 1.287 4.498 -1.008
H -0.184 5.360 -0.515
H -0.320 7.581 -1.395
H 0.117 9.237 -3.162
H 1.286 8.563 -5.234
H 2.045 6.224 -5.513
H 1.624 4.570 -3.737
Se -4.167 1.944 1.819
N -5.447 0.752 1.756
C -4.954 -0.314 1.148
C -5.655 -1.529 0.891
C -4.973 -2.511 0.256
C -3.608 -2.314 -0.123
N -2.916 -1.228 0.082
C -3.589 -0.209 0.715
N -2.990 0.943 0.976
H -6.685 -1.642 1.200
H -5.443 -3.458 0.032
H -3.081 -3.124 -0.617

***

Record 4
74
Properties=species:S:1:pos:R:3 method="wB97M-V/def2-TZVPD" e_above_lowest_ev=1.026 lumo_ha=0.0765 total_charge=-1 gap_ev=7.55
Ca 0.714 0.942 0.432
O 4.349 -1.559 0.673
C 3.470 -0.691 0.519
N 2.370 -0.495 1.236
C 2.291 -1.368 2.403
C 0.864 -1.626 2.810
C 0.117 -2.621 2.178
C -1.179 -2.864 2.588
C -1.710 -2.086 3.609
C -0.907 -1.106 4.164
N 0.352 -0.875 3.789
C 3.701 0.315 -0.603
C 4.787 0.139 -1.451
C 5.051 1.107 -2.405
C 4.230 2.221 -2.483
C 3.152 2.309 -1.618
N 2.891 1.376 -0.702
H 2.795 -0.905 3.258
H 2.794 -2.319 2.205
H 0.566 -3.184 1.369
H -1.774 -3.633 2.111
H -2.726 -2.225 3.953
H -1.291 -0.468 4.955
H 5.400 -0.741 -1.315
H 5.894 0.998 -3.078
H 4.400 3.003 -3.211
H 2.461 3.144 -1.656
O -4.502 -1.436 0.865
C -3.856 -2.290 0.061
C -4.536 -3.440 -0.350
C -3.915 -4.378 -1.152
C -2.598 -4.194 -1.565
C -1.927 -3.050 -1.171
C -2.533 -2.081 -0.377
C -1.712 -0.899 0.022
O -0.569 -0.744 -0.471
N -2.297 -0.111 0.939
N -1.437 0.824 1.405
C -1.843 1.697 2.236
C -0.877 2.688 2.735
C -1.307 3.750 3.522
C -0.383 4.689 3.946
C 0.942 4.541 3.577
C 1.286 3.447 2.796
N 0.411 2.540 2.386
H -3.834 -0.720 1.098
H -5.555 -3.575 -0.010
H -4.458 -5.267 -1.450
H -2.103 -4.937 -2.177
H -0.899 -2.874 -1.457
H -2.880 1.747 2.567
H -2.355 3.839 3.775
H -0.697 5.531 4.550
H 1.698 5.253 3.876
H 2.313 3.291 2.481
Cl -2.286 5.049 -0.028
C -1.681 4.035 -1.379
Cl -1.976 4.871 -2.910
Cl -2.577 2.511 -1.371
C -0.122 3.855 -1.124
O 0.577 4.786 -1.484
O 0.190 2.782 -0.556
S 0.541 1.477 -3.701
C 0.525 -0.175 -3.835
N -0.661 -0.851 -3.985
C -0.783 -2.193 -4.138
C 0.315 -2.985 -4.149
C 1.578 -2.366 -3.953
C 1.681 -1.021 -3.799
H -1.486 -0.268 -3.941
H -1.792 -2.568 -4.225
H 0.215 -4.054 -4.261
H 2.471 -2.977 -3.915
H 2.634 -0.537 -3.637

***

Record 5
70
Properties=species:S:1:pos:R:3 method="wB97M-V/def2-TZVPD" e_above_lowest_ev=5.196 spin_multiplicity=8 lumo_ha="-0.1528 / -0.1736" total_charge=+1 gap_ev="6.46 / 5.98"
Gd 9.416 11.887 11.758
C 7.626 9.577 15.451
C 7.850 10.616 14.534
N 9.016 10.614 13.881
C 10.004 9.715 14.177
C 9.608 8.554 14.920
N 8.491 8.543 15.620
C 11.350 9.876 13.620
C 12.476 9.106 13.969
C 13.718 9.429 13.376
C 13.896 10.682 12.795
C 12.789 11.425 12.435
N 11.555 10.991 12.883
C 12.834 12.514 11.496
C 14.045 13.168 11.184
N 14.143 14.375 10.592
C 13.001 15.012 10.292
C 11.800 14.287 10.397
N 11.664 13.134 11.051
C 14.881 8.506 13.446
C 14.873 7.573 14.433
C 15.865 6.585 14.489
N 16.862 6.536 13.619
C 16.910 7.491 12.706
C 15.945 8.460 12.544
H 6.690 9.524 16.035
H 7.201 11.436 14.394
H 10.302 7.722 15.158
H 12.469 8.263 14.688
H 14.881 11.133 12.844
H 14.997 12.665 11.434
H 12.954 16.017 9.976
H 10.910 14.791 9.992
H 14.153 7.494 15.266
H 15.851 5.696 15.144
H 17.833 7.585 12.153
H 16.076 9.133 11.703
Cl 5.482 11.705 11.997
C 6.850 11.096 11.038
Cl 9.964 9.958 10.166
H 6.629 11.391 9.978
H 6.925 10.001 11.185
C 10.231 15.308 14.972
C 9.786 16.523 14.326
C 9.050 16.477 13.159
C 8.812 15.201 12.581
N 9.174 14.064 13.238
C 9.902 14.104 14.400
C 8.246 15.081 11.220
C 7.813 16.205 10.483
C 7.547 16.115 9.104
C 7.581 14.897 8.474
C 7.950 13.772 9.187
C 8.321 13.893 10.524
H 10.917 15.376 15.767
H 9.948 17.473 14.793
H 8.713 17.435 12.710
H 10.249 13.187 14.846
H 7.676 17.091 11.059
H 7.143 16.983 8.640
H 7.298 14.721 7.361
H 7.948 12.849 8.604
C 4.061 13.747 4.607
O 5.344 13.963 5.161
C 6.225 12.922 4.962
S 7.859 13.394 5.196
S 5.716 11.340 4.486
H 3.770 14.733 4.234
H 3.332 13.317 5.316
H 4.044 13.067 3.749

***

Record 6
74
Properties=species:S:1:pos:R:3 method="wB97M-V/def2-TZVPD" e_above_lowest_ev=0.200 lumo_ha=-0.1185 gap_ev=5.06
V -0.559 -3.153 1.549
O 0.292 -1.426 1.278
P 1.249 -0.550 0.473
C 0.385 0.465 -0.731
P -0.977 1.564 -0.158
O -2.008 0.817 0.599
C -0.208 2.871 0.822
C 1.031 3.445 0.544
C 1.521 4.466 1.341
C 0.775 4.921 2.420
C -0.456 4.350 2.706
C -0.948 3.325 1.911
C -1.519 2.268 -1.715
C -0.764 3.223 -2.399
C -1.164 3.643 -3.656
C -2.309 3.106 -4.236
C -3.067 2.165 -3.559
C -2.677 1.756 -2.290
C 2.448 -1.528 -0.417
C 3.198 -2.440 0.330
C 4.106 -3.265 -0.305
C 4.271 -3.183 -1.683
C 3.530 -2.280 -2.427
C 2.613 -1.451 -1.797
C 2.122 0.486 1.634
C 1.477 0.866 2.810
C 2.121 1.716 3.693
C 3.398 2.180 3.405
C 4.042 1.795 2.237
C 3.405 0.945 1.347
H -0.091 -0.206 -1.456
H 1.129 1.056 -1.274
H 1.632 3.093 -0.286
H 2.487 4.903 1.124
H 1.158 5.721 3.041
H -1.035 4.702 3.550
H -1.900 2.859 2.130
H 0.125 3.651 -1.951
H -0.582 4.385 -4.187
H -2.606 3.420 -5.229
H -3.942 1.708 -4.004
H -3.272 1.025 -1.760
H 3.055 -2.514 1.403
H 4.679 -3.980 0.270
H 4.974 -3.838 -2.180
H 3.648 -2.230 -3.501
H 2.026 -0.763 -2.391
H 0.481 0.498 3.023
H 1.625 2.020 4.605
H 3.897 2.843 4.100
H 5.041 2.150 2.024
H 3.910 0.628 0.442
O -4.760 -0.513 -3.425
C -3.690 -1.111 -3.630
O -2.985 -1.230 -4.642
C -3.070 -1.753 -2.360
C -3.624 -1.536 -1.112
C -2.954 -1.946 0.031
N -1.803 -2.608 -0.059
C -1.296 -2.894 -1.272
C -1.880 -2.484 -2.441
C -0.030 -3.665 -1.185
O 0.619 -4.120 -2.072
O 0.323 -3.793 0.128
H -4.556 -0.992 -1.048
H -3.314 -1.724 1.023
H -1.437 -2.684 -3.408
F -1.455 -4.609 1.763
P -3.157 -4.472 4.376
F -3.361 -6.010 4.099
F -4.164 -4.351 5.586
F -1.719 -2.263 2.478
F -4.131 -3.934 3.257
F 0.676 -3.532 2.700

***

Record 7
65
Properties=species:S:1:pos:R:3 method="wB97M-V/def2-TZVPD" e_above_lowest_ev=6.696 lumo_ha="-0.0260 / -0.0262" gap_ev="5.10 / 5.11"
Os -0.450 -0.541 -0.417
C -2.215 -0.701 -4.716
C -1.425 -1.095 -3.507
O -1.506 -0.241 -2.402
C -0.679 -2.245 -3.437
C 0.118 -2.816 -2.436
C 0.867 -4.079 -2.762
N 0.244 -2.340 -1.173
N 1.083 -3.063 -0.420
C 1.300 -2.834 0.825
O 0.639 -1.773 1.494
C 2.293 -3.588 1.558
C 2.940 -3.037 2.671
C 3.877 -3.772 3.367
C 4.187 -5.064 2.973
C 3.563 -5.611 1.860
C 2.629 -4.884 1.155
H -2.604 0.308 -4.591
H -3.059 -1.377 -4.867
H -1.598 -0.724 -5.614
H -0.705 -2.817 -4.355
H 0.734 -4.365 -3.801
H 0.524 -4.887 -2.114
H 1.927 -3.938 -2.551
H 2.724 -2.022 2.976
H 4.370 -3.330 4.220
H 4.910 -5.640 3.531
H 3.803 -6.618 1.547
H 2.136 -5.302 0.292
I -0.081 1.274 1.326
C 0.191 0.412 3.375
C 0.155 1.381 4.351
C -0.066 1.028 5.680
C -0.305 -0.280 6.007
C -0.256 -1.295 5.032
C -0.510 -2.635 5.385
C -0.500 -3.626 4.441
C -0.158 -3.328 3.128
C 0.174 -2.038 2.756
C 0.040 -0.959 3.673
H 0.283 2.421 4.089
H -0.089 1.799 6.434
H -0.541 -0.556 7.022
H -0.732 -2.857 6.417
H -0.736 -4.644 4.710
H -0.122 -4.112 2.387
C 0.209 7.141 -3.953
C -0.387 8.351 -3.298
O 0.080 9.453 -3.314
S -1.964 8.115 -2.482
C -2.151 6.338 -2.480
C -1.480 5.593 -1.517
C -1.526 4.220 -1.559
C -2.254 3.571 -2.565
C -2.995 4.330 -3.475
C -2.944 5.708 -3.429
C -2.182 2.166 -2.631
C -1.810 1.017 -2.522
H 1.206 7.390 -4.308
H -0.416 6.855 -4.798
H 0.256 6.301 -3.266
H -0.913 6.097 -0.751
H -0.991 3.633 -0.827
H -3.600 3.837 -4.221
H -3.514 6.301 -4.127